# 1
85
Properties=species:S:1:pos:R:3:forces:R:3 method="wB97M-V/def2-TZVPD" charge=+1 spin_multiplicity=1
C -2.980605 0.855859 0.246063 0.48 -0.21 -0.12
C -2.212572 1.817940 -0.662676 -0.40 0.13 -0.13
N -1.218371 1.115504 -1.482768 0.13 0.09 -0.02
C -0.103931 0.535846 -0.785070 0.13 0.07 -0.12
N -0.056596 -0.909609 -1.188260 0.42 0.47 0.60
C 1.194910 -1.465776 -1.473695 -0.16 -0.14 -0.42
N 1.514075 -2.648310 -0.914988 -0.08 -0.06 -0.30
N 1.987701 -0.851588 -2.321852 0.46 0.17 0.90
C 3.318455 -1.410359 -2.587256 -0.06 -0.09 -0.15
C 1.958303 0.647267 -2.290322 -0.19 -0.17 -0.54
C 1.280929 1.183438 -1.029474 0.16 0.14 0.18
C 1.212573 2.726188 -0.965749 0.08 -0.05 0.19
Cl 2.482538 3.474970 -2.010628 -0.18 0.18 -0.08
C 1.375786 3.323580 0.447680 -0.10 0.12 -0.02
C 0.856409 2.507978 1.629048 -0.01 0.01 0.06
H -2.934831 -0.138283 -0.205240 -0.19 0.03 0.03
H -4.025919 1.140626 0.347383 0.07 0.05 0.13
H -2.525725 0.772817 1.235212 -0.16 0.05 0.03
H -2.917398 2.273276 -1.359840 0.10 0.03 -0.02
H -1.772675 2.643780 -0.087333 -0.03 -0.05 -0.01
H -0.934325 1.679209 -2.273856 0.00 -0.04 0.01
H -0.309984 0.555955 0.283391 -0.05 -0.02 -0.05
H -0.588925 -0.917922 -2.059042 -0.23 -0.36 0.18
H 1.932968 -3.416027 -1.414404 0.63 0.30 0.12
H 1.384513 -2.768177 0.078075 -0.74 -0.25 -0.16
H 3.784337 -0.801613 -3.357879 0.04 -0.07 0.01
H 3.919571 -1.390761 -1.673774 0.02 -0.01 -0.06
H 3.233308 -2.429158 -2.958011 0.05 0.04 -0.02
H 1.580553 1.060258 -3.227480 -0.16 -0.11 0.07
H 3.015112 0.890504 -2.234706 -0.08 0.22 -0.16
H 1.937446 0.879106 -0.203459 -0.07 -0.14 -0.03
H 0.282481 3.088405 -1.396672 0.00 -0.14 -0.04
H 0.850871 4.281368 0.444152 0.13 0.03 -0.04
H 2.430533 3.560420 0.600335 -0.02 -0.13 0.03
H -0.213710 2.302961 1.560355 0.05 0.02 0.01
H 1.390395 1.565314 1.768782 -0.04 0.00 -0.06
H 1.012404 3.083003 2.542401 -0.03 -0.01 -0.04
C -5.013671 -2.484030 0.064399 0.01 -0.01 -0.04
O -5.882884 -3.185114 0.953648 0.00 0.03 0.06
C -6.036616 -2.584612 2.137836 0.03 0.04 -0.01
O -5.501384 -1.555568 2.469408 -0.02 -0.05 -0.01
O -6.866761 -3.310076 2.873804 0.02 0.01 -0.02
C -7.132145 -2.777683 4.180127 -0.01 -0.02 -0.01
H -4.976953 -3.074584 -0.845999 -0.03 -0.02 0.02
H -5.405060 -1.489610 -0.144722 0.02 0.00 -0.01
H -4.019210 -2.393274 0.500343 0.01 0.01 -0.01
H -7.588229 -1.793075 4.102196 0.00 0.00 0.00
H -6.211195 -2.707322 4.755139 0.00 0.00 0.00
H -7.817716 -3.481044 4.640324 0.00 0.01 0.01
C 0.447229 -4.937969 1.421931 -0.08 -0.03 -0.03
O 1.029058 -6.057487 2.080017 0.16 0.07 0.03
C 2.362597 -6.086643 1.957863 -0.05 0.02 -0.06
O 3.010482 -5.273395 1.338764 -0.01 -0.04 0.02
O 2.828973 -7.133931 2.608875 -0.01 0.02 0.00
C 4.256880 -7.295727 2.561616 -0.02 -0.01 0.01
H -0.627556 -5.004568 1.556076 0.02 -0.10 0.06
H 0.822478 -4.013551 1.865015 -0.05 0.03 0.00
H 0.699187 -4.973131 0.363032 -0.11 0.05 -0.03
H 4.748159 -6.432240 3.004419 0.00 0.00 0.00
H 4.587769 -7.419913 1.532922 0.00 0.00 0.00
H 4.459353 -8.190379 3.139715 0.02 0.00 0.00
C 5.468641 1.744051 -1.455065 -0.01 -0.07 -0.01
O 5.929287 0.681988 -0.615541 0.02 -0.06 -0.02
C 7.190986 0.294813 -0.868764 -0.01 0.05 -0.04
O 7.895108 0.761552 -1.722981 -0.03 -0.04 0.04
O 7.502557 -0.682470 -0.027725 0.00 0.01 -0.03
C 8.842127 -1.187039 -0.175718 -0.02 0.00 0.02
H 4.452976 1.947939 -1.133778 0.08 0.05 0.06
H 6.076990 2.639172 -1.342896 0.04 -0.03 0.03
H 5.483515 1.438927 -2.502594 0.03 0.03 -0.01
H 9.564501 -0.393733 0.001665 0.00 0.00 0.00
H 8.985256 -1.591679 -1.175208 0.00 0.00 0.00
H 8.937131 -1.966336 0.572582 0.02 0.00 0.00
C -4.863432 7.485395 -2.482238 0.03 -0.02 0.00
O -4.416471 6.353840 -1.717907 -0.03 -0.01 0.02
C -5.297458 5.927135 -0.814344 -0.04 0.01 0.01
O -6.384661 6.394727 -0.607163 0.06 -0.02 -0.01
O -4.765779 4.881329 -0.171965 0.02 0.00 -0.01
C -5.611620 4.322754 0.839965 0.00 -0.14 0.08
H -4.049365 7.710911 -3.163204 -0.01 0.01 0.00
H -5.767841 7.237185 -3.033429 0.00 0.00 0.00
H -5.060605 8.330948 -1.826959 0.00 0.00 0.00
H -6.538968 3.949849 0.409274 0.00 0.05 -0.03
H -5.842131 5.054790 1.611000 0.01 0.06 -0.05
H -5.044133 3.500892 1.267802 0.00 0.01 0.01

# 2
21
Properties=species:S:1:pos:R:3:forces:R:3 method="wB97M-V/def2-TZVPD" smiles="C[Si](C)=N.C=C.N" spin_multiplicity=1
C -3.136653 -0.001404 1.765510 0.12 -0.17 -0.24
Si -1.546799 0.169584 0.686647 -3.10 -0.43 -0.83
C -1.808095 0.985139 -1.048715 -2.26 0.37 1.66
N -0.345718 -0.654212 1.250380 -1.79 0.40 2.17
H -3.571679 -0.959289 2.163994 0.90 0.44 -1.11
H -2.741949 0.418160 2.668487 -0.04 0.73 0.89
H -3.973542 0.599483 1.408932 0.11 0.17 0.07
H -1.098646 1.762548 -1.108046 1.33 0.48 -0.66
H -1.777096 0.213514 -1.813764 0.24 0.24 -0.18
H -2.775006 1.589937 -1.115183 0.84 -1.27 0.18
H 0.349234 -0.979310 0.702103 3.27 -1.09 -1.73
C 1.733777 2.020943 -1.631487 -1.56 -1.74 -2.17
C 1.399258 0.920330 -0.934959 1.64 2.33 1.89
H 2.287843 2.903920 -1.349788 0.25 -0.39 0.60
H 1.391811 2.043941 -2.697330 0.21 0.26 0.87
H 0.727422 0.100697 -1.071606 -0.01 -0.17 -1.21
H 1.770148 0.926498 0.096712 -0.10 -0.22 -0.16
N 3.010925 -2.856974 0.491080 -2.37 -2.36 -2.60
H 3.200903 -3.586203 -0.245347 -0.52 0.89 1.03
H 3.127264 -3.310231 1.343442 -0.15 -1.17 1.91
H 3.776597 -2.307070 0.438935 3.00 2.69 -0.37

# 3
7
Properties=species:S:1:pos:R:3:forces:R:3 method="wB97M-V/def2-TZVPD" spin_multiplicity=1
C -0.833230 -0.705889 0.050097 2.61 -2.01 -0.89
C -0.174160 0.484491 -0.023409 0.70 -0.10 -0.30
O -2.033638 0.001769 0.056667 -2.04 -0.84 -0.16
O -1.357422 1.259266 -0.027655 1.23 -1.00 0.27
O 1.056644 1.019823 0.097776 -0.84 -1.55 1.55
H -0.579594 -2.016706 -0.115179 -1.28 4.89 0.75
H 1.403260 1.653293 -0.507056 -0.38 0.60 -1.23

# 4
38
Properties=species:S:1:pos:R:3:forces:R:3 method="wB97M-V/def2-TZVPD" charge=+2 spin_multiplicity=1
C -1.180847 -2.658850 -1.811544 0.98 1.19 0.08
C -0.614535 -3.125848 -0.489635 0.43 -1.01 0.94
C 0.832755 -2.742683 -0.223113 1.73 -0.17 -1.19
N 2.359020 0.275454 1.188897 -1.16 0.01 0.12
C 2.161747 -0.889267 0.641204 1.30 0.65 0.75
N 0.994120 -1.460143 0.492217 -0.60 -1.89 -0.04
N -1.083782 -1.160582 -1.981896 -0.24 0.35 0.60
H -2.174174 -2.977315 -2.073579 -0.32 -0.16 0.16
H -0.453086 -2.988355 -2.545808 -0.30 -0.52 -0.35
H -1.120050 -3.011628 0.475979 -0.79 0.56 -0.51
H -0.630921 -4.212653 -0.584856 0.14 -0.12 -0.05
H 1.426007 -3.540391 0.222550 -0.53 -0.15 0.78
H 0.045976 3.750643 -0.996017 0.20 -0.01 -0.19
H 3.235250 0.771235 1.115245 0.12 -0.31 0.02
H 1.536784 0.824509 1.441383 0.21 0.35 0.04
H 3.085659 -1.415110 0.407708 -0.34 -0.14 -0.81
H 0.210959 -1.321085 1.111608 0.15 1.03 -0.02
H -1.628183 -0.589535 -1.316783 -0.50 -0.38 0.08
H -1.396899 -0.856169 -2.904278 0.31 -0.07 -0.10
H -0.130182 -0.863930 -1.779887 0.21 0.07 -0.50
H -4.347922 -0.256146 -1.517307 -0.17 0.11 0.08
H -3.640778 0.535297 -0.382932 -0.25 0.06 -0.08
O -3.489710 -0.015391 -1.156123 0.39 -0.14 0.02
H -2.689963 1.983016 3.052365 0.56 0.83 -0.15
H -2.341552 0.643216 2.747656 0.77 -0.35 -0.21
O -1.928861 1.517852 2.659560 -1.79 -0.58 0.43
H 1.807822 2.042516 -1.290711 0.41 -0.05 -0.07
H 3.246963 2.237426 -1.736605 0.08 -0.14 -0.16
O 2.606682 1.543007 -1.542852 -0.22 0.05 0.19
H -0.892658 1.079245 0.913635 -0.21 0.03 -0.09
H -0.417402 1.448670 -0.494090 0.16 0.08 0.40
O -0.579417 0.682007 0.091785 -0.42 -0.13 -0.26
H 0.469120 3.240263 0.378221 0.39 -0.08 0.17
H 1.408670 -2.661057 -1.156137 -0.39 0.31 -0.21
O 0.500280 3.013651 -0.564605 -0.70 0.60 -0.04
H 0.873045 2.448184 3.161225 -0.17 0.24 0.14
H -0.440943 2.381445 2.314300 0.51 0.01 0.64
O 0.527072 2.488992 2.264461 0.06 -0.15 -0.63

# 5
14
Properties=species:S:1:pos:R:3:forces:R:3 method="wB97M-V/def2-TZVPD" spin_multiplicity=1
C -0.537985 1.069083 0.261053 -0.26 -0.10 0.50
C 0.797220 0.476671 0.112375 1.79 -4.07 -0.08
C -1.786409 0.406600 -0.245311 0.29 0.12 -0.11
C 1.632244 -1.390466 -0.228959 -2.08 4.33 0.50
N 1.576191 1.654809 0.151691 1.03 0.18 0.42
N 0.445391 1.526215 -0.769270 -0.59 0.34 -0.87
H -0.685090 1.738828 1.113973 0.12 0.05 -0.15
H -2.262165 -0.160313 0.552204 -0.02 -0.05 0.02
H -1.549622 -0.259947 -1.070809 -0.04 -0.08 -0.06
H -2.483202 1.165299 -0.599421 -0.07 -0.03 -0.01
H 2.534170 -1.109279 -0.740323 0.23 -0.01 -0.11
H 0.886499 -1.873618 -0.832438 -0.10 -0.27 -0.13
H 1.747895 -1.758085 0.770688 0.08 -0.22 0.27
H 1.370648 2.259342 0.956939 -0.37 -0.18 -0.20

# 6
16
Properties=species:S:1:pos:R:3:forces:R:3 method="wB97M-V/def2-TZVPD" smiles=CC.CC spin_multiplicity=1
C -0.421951 -1.014841 -1.553354 -0.25 1.67 -1.67
C -1.533243 -1.988519 -1.877745 0.74 -0.98 0.31
H 0.571941 -1.442449 -1.603174 0.12 -0.20 0.86
H -0.351606 -0.255953 -2.360669 -0.17 -0.50 -0.24
H -0.642304 -0.292300 -0.770268 0.31 -0.78 0.87
H -1.307246 -2.534446 -2.793617 -0.14 0.24 -0.25
H -1.621581 -2.789839 -1.141436 -0.01 0.17 0.29
H -2.487919 -1.515642 -1.950716 -0.63 0.36 -0.19
C 0.711196 1.796056 2.423751 0.99 0.03 -0.72
C 1.198477 1.128882 1.119879 -0.09 1.20 -0.15
H 0.990329 1.128683 3.238120 -0.58 0.10 0.25
H 1.234539 2.734888 2.620431 -0.04 0.01 -0.15
H -0.338405 2.033755 2.334869 -0.37 -0.26 0.49
H 0.754257 1.575238 0.221594 -0.54 -0.31 0.25
H 1.007829 0.066163 1.175050 0.14 -0.21 -0.37
H 2.235692 1.370319 0.917290 0.51 -0.54 0.42

LUMO values, unit Ha, following the record order: -0.1217; 0.0171; 0.0209; -0.2138; 0.0368; 0.0419.
Calculated total energy values, unit eV, following the record order: -66606.8705; -15230.3215; -8242.7720; -21295.0984; -7252.8929; -4342.0912.
HOMO energy values, unit eV, following the record order: -12.43; -8.97; -8.84; -16.65; -9.38; -11.25.